ORCA calculation (ωB97M-V/def2-TZVPD) on 13 unconnected molecules or ions with the total composition C10H46O13 in a non-equilibrium geometry.

Last column: Mulliken spin population.
Cartesian coordinates (Å):
O1 1.685309 -4.519009 1.497486  -0.1046
O2 -4.272465 1.705740 0.121604  -0.0274
O3 -1.770489 3.066470 0.488174  0.0113
O4 -0.116128 0.499339 -4.355005  -0.0204
O5 -2.585966 -2.130401 -2.356722  0.0611
O6 3.102843 0.921563 -1.835205  -0.0022
O7 -0.437539 4.013786 -1.605378  -0.0008
O8 3.658872 -2.682630 0.789418  0.1405
O9 1.719831 -1.101063 3.328498  0.0062
O10 2.770883 0.109183 0.914133  -0.2087
O11 0.418011 -3.451738 4.250109  -0.0895
O12 -1.137719 0.073980 4.285987  -0.0185
O13 0.026897 0.625088 0.660559  -0.0089
C1 1.453960 3.547141 -0.199114  -0.0168
C2 0.772834 3.390077 -1.560403  0.0012
C3 -3.339054 1.006697 4.039746  -0.0041
C4 -0.836842 -0.376438 0.108933  -0.1371
C5 -1.212077 0.793880 -3.577786  0.0448
C6 3.921457 -0.118303 -2.157153  0.0418
C7 -0.626396 -1.757350 0.791920  0.5117
C8 -2.477669 0.696591 -4.445072  0.0417
C9 -2.131624 0.530973 3.308167  -0.0489
C10 3.065754 -1.285862 -2.692132  0.0770
H1 -3.381183 0.869878 -3.860496  -0.0066
H2 0.710351 3.171337 0.503684  0.0037
H3 -3.128237 1.794253 4.763216  0.0037
H4 -3.744033 0.153520 4.583974  -0.0038
H5 -2.539774 -0.305020 -4.870533  -0.0157
H6 -4.214038 0.784742 -0.132520  0.0095
H7 3.119001 -0.780759 0.969304  0.0871
H8 0.788741 -4.748439 1.253013  0.0261
H9 -1.541198 -0.657503 4.759007  -0.0124
H10 -1.869535 -0.063859 0.263595  0.0502
H11 2.757049 -1.089542 -3.718910  -0.0016
H12 -2.659403 2.726183 0.386886  0.0001
H13 -0.812512 -1.619165 1.856986  0.0454
H14 1.716043 -0.317894 3.878844  -0.0073
H15 -2.261443 -3.027829 -2.282406  -0.0609
H16 -5.162313 1.964765 -0.117813  0.0227
H17 -0.873892 3.624049 -0.844262  -0.0008
H18 -2.349094 -0.326470 2.671300  0.0960
H19 0.894788 -2.666192 3.982092  0.1403
H20 0.365196 -2.083791 0.478410  0.2593
H21 -1.369251 -2.459993 0.414351  -0.2229
H22 0.893544 0.226926 0.551057  0.0010
H23 2.892866 -3.254489 0.838852  0.0838
H24 1.534049 4.593409 0.095863  -0.0034
H25 -1.281697 0.175431 -2.682926  -0.0358
H26 -1.239034 2.294900 0.684269  0.0087
H27 -2.906249 -2.064744 -3.256356  0.0378
H28 2.386672 2.983651 -0.174086  0.0081
H29 -4.227621 1.286250 3.473712  -0.0137
H30 -1.809139 1.335276 2.646955  0.0424
H31 4.404860 -0.556778 -1.284136  -0.0122
H32 -0.665638 -0.588370 -0.946478  -0.0320
H33 0.705706 0.513322 -3.859017  0.0013
H34 0.535456 2.335773 -1.702520  -0.0045
H35 3.636005 -2.214608 -2.674067  -0.0460
H36 -2.359340 1.370638 -5.293461  0.0090
H37 -0.183332 -3.626192 3.526101  -0.0216
H38 3.510467 0.670976 1.145721  0.0613
H39 2.162749 -1.464962 -2.108528  0.1169
H40 4.699598 0.150526 -2.871534  -0.0084
H41 4.244970 -3.006898 1.473212  0.0357
H42 1.375383 3.862514 -2.336194  0.0005
H43 2.119619 -5.360943 1.634439  0.0733
H44 1.965641 -0.782786 2.459875  0.0382
H45 -1.183462 1.776693 -3.107280  -0.0101
H46 2.689979 0.844500 -0.971960  0.0084

Cartesian forces, eV/Å:
O 0.5 0.8 0.0
O 0.0 0.1 0.2
O 0.1 0.3 0.4
O 1.0 -0.3 -1.2
O -0.1 0.3 0.3
O -0.6 2.6 -0.4
O -1.3 1.4 -0.2
O 0.6 1.2 -0.4
O 0.2 -0.3 0.4
O -0.3 0.6 -0.1
O -0.4 -0.4 0.7
O -0.3 1.2 -1.1
O -0.8 -0.5 -0.7
C -1.0 0.0 -0.1
C 1.5 -0.1 0.0
C -1.4 -0.6 0.9
C -0.2 -1.3 0.6
C -1.7 0.5 1.3
C -0.4 -2.9 0.3
C -0.7 1.5 -0.5
C 0.9 -0.5 0.2
C 0.3 -0.6 0.3
C 0.5 0.0 -0.6
H 0.1 0.3 -0.1
H 0.5 -0.4 0.4
H 0.2 0.0 -0.1
H 0.1 -0.1 0.5
H 0.0 -0.2 0.0
H 0.2 -0.4 -0.1
H 0.5 -1.3 -0.3
H -0.8 -0.2 -0.3
H 0.0 -0.2 0.0
H 0.0 0.3 -0.2
H -0.1 0.0 -0.1
H -0.6 -0.2 -0.2
H 0.7 -0.4 0.1
H -0.3 0.2 0.2
H 0.2 -0.4 0.1
H -0.2 0.2 0.0
H -1.3 0.3 0.3
H -0.3 0.0 -0.1
H 0.4 0.5 -0.3
H 0.1 -0.4 0.7
H 0.1 -0.1 -0.1
H 0.6 0.5 0.3
H -0.9 -0.8 0.2
H 0.5 0.1 -0.3
H -0.2 -0.7 -0.3
H 0.5 -0.6 0.2
H -0.1 0.1 -0.3
H 0.0 0.2 0.3
H 0.4 0.4 -0.7
H 1.0 -0.2 0.4
H 0.4 0.3 0.3
H 0.0 0.7 -0.2
H 0.0 0.1 0.3
H 1.0 -0.5 -0.5
H 0.0 -0.1 -0.1
H -0.3 0.2 0.1
H 0.0 -0.1 -0.3
H 0.2 0.3 0.2
H 0.1 0.2 0.2
H -0.2 0.4 0.0
H 0.1 -0.1 0.3
H 0.3 -0.6 -0.3
H 0.3 -0.6 0.1
H -0.1 0.2 -0.2
H 0.2 0.6 -0.4
H 0.2 -0.5 0.2

Calculated values
* frontier orbital gap (alpha / beta): 1.96 / 9.09 eV
* charge: -1
* expectation value of S²: 0.750
* energy: -37732.339 eV
* LUMO (alpha / beta): 2.089 / 2.019 eV
* spin multiplicity: 2

---

ORCA calculation (ωB97M-V/def2-TZVPD) on 16 unconnected molecules or ions with the total composition C10H47NO18 in a non-equilibrium geometry.

Last column: Mulliken charge in e.
Cartesian coordinates (Å):
O1 4.878521 -3.307808 -1.088571  -0.6574
O2 4.971766 0.271211 -1.986536  -0.6655
O3 -2.346156 0.508856 3.171762  -0.5617
O4 4.379984 4.345512 1.004374  -0.6323
O5 2.267045 -2.116830 -0.816922  -0.5910
O6 -0.714406 -2.195637 -0.721378  -0.4606
O7 -6.419232 -1.471444 -2.231510  -0.6487
O8 -2.361116 -5.692389 1.683496  -0.6064
O9 -1.021012 4.342717 1.006222  -0.5849
O10 -3.864624 -0.394793 5.601591  -0.6324
O11 3.687427 3.807124 -4.074571  -0.6178
O12 -2.383282 5.092254 -2.893570  -0.5899
O13 -5.925582 1.319666 -1.495417  -0.6426
O14 5.305773 -3.684214 2.657455  -0.6337
O15 -5.125053 0.522418 1.557561  -0.6387
O16 -1.895944 -0.478100 -1.548960  -0.5709
O17 -3.378562 2.810081 -1.160340  -0.7011
O18 3.258345 -4.992214 0.587568  -0.5943
N1 4.123219 1.194765 -0.036885  -0.2489
C1 2.831117 1.516848 -1.954166  -0.8650
C2 1.873927 1.089194 -0.802661  1.8572
C3 -0.501979 1.414766 0.124387  -0.6473
C4 -0.155361 -3.493091 1.241605  -0.7834
C5 -1.159584 -0.886731 -0.688060  0.3429
C6 4.114435 0.917431 -1.424836  0.2375
C7 -1.292549 -3.003933 0.350896  -0.0475
C8 0.501190 1.703180 -0.993144  -1.3449
C9 -0.692469 -0.056856 0.478602  -0.0515
C10 2.741844 1.590910 0.349181  -1.0601
H1 -4.822897 -0.345935 5.526070  0.3119
H2 3.882360 2.920574 -4.396281  0.3239
H3 2.533883 1.268187 -2.967974  0.4512
H4 -5.227139 1.614259 -0.895888  0.3522
H5 -6.319921 -0.537705 -1.991010  0.3911
H6 3.908118 -4.327674 0.310207  0.3258
H7 2.498913 1.238195 1.350162  0.2530
H8 -1.821361 -3.840854 -0.097308  0.3603
H9 -0.417000 -4.395841 1.785134  0.4166
H10 0.155348 -2.722495 1.946676  0.2140
H11 -1.549673 5.340422 -3.305565  0.3003
H12 2.716719 2.682984 0.343734  0.4989
H13 2.444964 -2.974458 -1.223753  0.4107
H14 -0.222571 1.952987 1.029277  0.6206
H15 -1.505569 -0.086929 1.209742  0.3788
H16 -0.780332 4.709925 1.862260  0.2758
H17 -3.306803 0.426028 3.122303  0.2689
H18 0.088829 1.408402 -1.961725  0.2837
H19 -3.161302 1.959814 -1.565314  0.3485
H20 0.633763 2.791273 -1.027081  0.4067
H21 1.298351 -2.074748 -0.810111  0.0332
H22 -4.886238 -0.311329 1.137239  0.3176
H23 2.981833 2.599159 -1.862580  0.4839
H24 -2.190428 0.792962 4.078392  0.2567
H25 4.452838 4.330283 -4.332248  0.3046
H26 5.708151 -2.982538 -1.451816  0.2988
H27 -3.627587 -1.244617 5.216110  0.3207
H28 4.559168 3.502997 0.564205  0.3795
H29 -5.525035 -1.762740 -2.432906  0.3035
H30 3.536939 -5.787377 0.123058  0.3030
H31 -2.011054 -2.399149 0.908219  0.1714
H32 -6.079932 0.577602 1.442228  0.2982
H33 4.349794 -3.715398 2.541039  0.3223
H34 -1.974192 4.206993 1.051383  0.2992
H35 4.482981 0.369982 0.431899  0.3533
H36 -5.657655 1.674882 -2.349704  0.3119
H37 -2.958001 5.854709 -3.008838  0.2770
H38 -1.466208 1.815682 -0.171113  -0.1143
H39 -2.162692 -6.529763 1.250577  0.3058
H40 5.610399 -4.498327 2.245614  0.3090
H41 4.275049 -2.560265 -1.165847  0.3862
H42 -3.323054 -5.645773 1.673065  0.2953
H43 5.149299 4.884068 0.794851  0.3088
H44 0.168257 -0.519027 0.964399  0.3236
H45 -2.733430 3.419941 -1.545571  0.2897
H46 1.912917 0.000861 -0.837326  -0.7298
H47 0.683523 -3.753120 0.594941  0.0390

Cartesian forces, eV/Å:
O 0.0 0.0 -0.1
O -0.2 0.2 0.0
O 0.0 0.0 0.0
O 0.1 -0.1 -0.2
O 0.1 -0.3 -0.2
O -0.5 0.3 0.0
O 0.0 0.0 0.0
O -0.2 -0.2 -0.1
O 0.0 0.1 0.0
O -0.1 0.0 0.0
O 0.0 0.0 -0.1
O 0.1 -0.1 0.0
O 0.0 -0.2 -0.1
O 0.0 0.0 0.0
O 0.1 -0.1 0.1
O 0.4 -0.1 0.2
O 0.1 -0.2 -0.1
O 0.1 0.1 0.1
N -0.3 -0.6 -0.6
C 0.2 0.1 0.6
C 0.5 0.5 -1.1
C 0.1 -0.1 -0.1
C -0.1 0.0 -0.3
C -0.3 0.1 -0.3
C 0.2 0.0 0.1
C 0.7 -0.1 0.5
C 0.0 0.2 0.6
C -0.2 -0.1 0.0
C 0.2 0.0 0.0
H 0.0 0.0 0.0
H 0.0 0.0 0.0
H 0.2 -0.3 0.0
H -0.1 0.1 0.1
H 0.0 0.0 0.1
H 0.0 0.0 -0.2
H 0.0 -0.1 -0.1
H 0.0 0.1 -0.2
H -0.2 0.1 0.1
H 0.1 0.0 0.0
H 0.0 0.0 0.0
H -0.3 0.0 0.2
H -0.2 -0.1 0.1
H 0.0 0.0 0.0
H 0.1 -0.1 0.1
H 0.0 0.0 0.0
H 0.0 0.1 -0.1
H 0.1 -0.1 0.0
H 0.2 0.0 0.1
H 0.0 0.0 -0.1
H -0.1 0.0 0.1
H 0.0 0.0 -0.1
H -0.2 0.1 -0.3
H 0.0 -0.1 0.0
H 0.0 0.0 0.0
H 0.0 0.0 0.1
H 0.0 0.0 0.0
H 0.1 -0.1 0.1
H 0.0 0.0 0.0
H 0.0 0.0 0.0
H 0.0 0.0 0.0
H 0.0 0.0 0.0
H 0.0 -0.1 0.0
H 0.0 -0.1 0.0
H 0.2 0.3 0.3
H -0.1 0.1 0.0
H 0.0 0.0 0.0
H -0.1 0.1 0.1
H 0.1 0.0 0.0
H 0.0 0.0 0.0
H 0.1 0.3 0.0
H 0.0 0.0 0.0
H 0.0 0.0 0.0
H 0.1 0.1 -0.1
H -0.2 0.2 -0.1
H -0.5 0.0 0.3
H 0.1 0.0 0.2

Calculated values
* frontier orbital gap: 9.55 eV
* energy: -49478.897 eV
* LUMO: 0.065 eV

---

ORCA calculation (ωB97M-V/def2-TZVPD) on 17 unconnected molecules or ions with the total composition C10H48N2O23S3 in a non-equilibrium geometry.

Last column: Mulliken charge in e.
Cartesian coordinates (Å):
S1 3.219436 0.959978 -0.250402  1.2847
S2 2.842162 -3.247708 -2.015750  -0.3848
S3 0.769140 -3.941766 1.592962  1.3426
O1 -2.411498 -0.371855 7.416980  -0.6316
O2 0.840074 -1.366013 4.722897  -0.5020
O3 -2.232589 -7.145568 0.676210  -0.6586
O4 -3.316264 1.478532 -4.124737  -0.5912
O5 5.091857 7.767120 -5.699189  -0.6325
O6 -4.408547 -0.337694 -0.504432  -0.5470
O7 4.563307 0.135869 -0.334621  -0.4783
O8 -3.464436 -1.471908 -4.765504  -0.6633
O9 -1.488620 2.547757 1.657000  -0.4986
O10 2.170977 -4.092113 1.421678  -0.6526
O11 -3.571976 -2.543002 -2.127425  -0.5034
O12 5.837424 3.690239 -0.905909  -0.6588
O13 -1.111080 3.457174 -1.451523  -0.6320
O14 -0.724186 1.171627 4.219529  -0.6850
O15 -3.055863 -3.364982 6.301513  -0.5570
O16 4.351929 7.571586 -2.808840  -0.6534
O17 0.020771 -4.737667 0.355457  -0.4467
O18 0.235928 -4.496727 2.782673  -0.6231
O19 3.237599 1.737697 0.946995  -0.6476
O20 0.295469 -2.462983 1.274467  -0.1837
O21 3.060054 1.758326 -1.439874  -0.6515
O22 2.224041 3.465425 -3.602544  -0.6216
O23 4.698035 5.103382 -5.119464  -0.6041
N1 0.104574 -3.722025 -1.802784  -0.5664
N2 -2.999744 -0.798487 2.408025  -0.7215
C1 -0.738378 0.058863 0.046819  0.1379
C2 1.312335 -3.496896 -1.887558  0.7329
C3 -0.580607 -3.773284 -0.494898  -0.1641
C4 1.822287 -0.167136 -0.244942  -0.4577
C5 -0.840974 -1.287567 -0.651493  -1.5810
C6 0.666973 0.632629 0.323174  -1.4022
C7 -0.779308 -2.479051 0.294386  1.3736
C8 -2.167597 -2.664372 1.020255  -0.7843
C9 -1.749625 -2.392905 3.615039  -1.0139
C10 -2.328065 -1.881231 2.335883  0.3068
H1 -3.917403 -3.683314 6.015570  0.2803
H2 0.713935 1.621824 -0.117921  0.7020
H3 4.321889 5.989820 -5.151694  0.3546
H4 -3.880331 -2.308264 -3.018041  0.2729
H5 0.093173 1.147661 3.713799  0.3105
H6 -2.374008 1.615966 -4.267216  0.3110
H7 -4.197549 -0.546441 -1.420233  0.2563
H8 -0.735226 3.221667 -0.596790  0.2326
H9 -3.836652 -0.581194 -4.822094  0.3237
H10 -1.433635 3.495668 1.813931  0.2670
H11 0.823946 0.794294 1.380397  0.0323
H12 -2.524042 -1.345151 -4.916343  0.3052
H13 1.614176 -1.937736 4.771962  0.2564
H14 -0.364146 3.785221 -1.966621  0.3611
H15 -3.386145 -0.568446 1.493705  0.1935
H16 -2.264352 -3.328637 3.821022  0.3115
H17 1.172700 -0.485195 4.924889  0.2648
H18 -1.279974 0.769135 -0.566775  0.6853
H19 -1.566890 -4.136100 -0.747301  0.5031
H20 -2.974028 -3.689765 7.204129  0.2846
H21 5.631725 5.247015 -5.283852  0.2738
H22 -1.555387 -0.031220 7.141613  0.3107
H23 1.697645 -0.426085 -1.287096  0.4429
H24 -2.286015 -3.716429 1.273828  0.7442
H25 2.952364 3.798106 -4.139995  0.2716
H26 -4.527247 0.617965 -0.492767  0.3054
H27 -3.645627 -3.501149 -2.095837  0.2358
H28 -3.692483 2.361757 -4.183127  0.2864
H29 6.570545 3.076501 -0.998233  0.2896
H30 -1.267517 0.042869 0.987002  -0.4063
H31 -2.356993 -1.319042 7.252065  0.3043
H32 -0.173604 -1.414417 -1.493541  0.7234
H33 -1.683718 -7.872577 0.982708  0.3016
H34 -1.835042 -1.322400 -1.074831  0.2561
H35 5.061532 3.125627 -0.817808  0.3713
H36 -1.312362 0.563252 3.748421  0.2707
H37 5.905719 8.253021 -5.868101  0.2864
H38 -0.693825 -2.537918 3.575380  -0.1359
H39 4.595235 7.706422 -3.733051  0.3613
H40 -1.604844 -6.456107 0.443428  0.3596
H41 4.552228 6.645050 -2.637969  0.3355
H42 2.652115 3.166790 -2.789395  0.4408
H43 4.421003 8.244544 -6.200329  0.2902
H44 -1.989306 -1.729948 4.432513  0.4428
H45 2.112845 -1.022190 0.357310  0.3205
H46 4.535525 -0.461766 -1.092811  0.3643
H47 -2.134418 2.244500 2.303936  0.2567
H48 -2.963492 -2.370355 0.349336  0.4082

Cartesian forces, eV/Å:
S -1.5 1.9 -0.2
S 0.1 0.0 -0.2
S 0.8 -2.1 0.3
O 0.1 0.0 0.2
O 0.4 0.0 0.0
O -0.1 0.0 -0.1
O 0.0 -0.1 -0.1
O 0.0 0.4 -0.2
O 0.0 0.3 0.1
O -0.1 -0.3 0.3
O -0.3 0.0 0.0
O 0.0 0.2 -0.3
O 0.1 0.9 -0.5
O -0.1 -0.2 -0.1
O 0.0 0.0 0.0
O 0.1 0.0 -0.1
O 0.0 -0.1 0.1
O 0.1 0.0 0.3
O 0.0 0.0 0.0
O 0.2 1.6 0.6
O -0.6 0.5 0.0
O 0.6 -0.8 0.5
O 0.3 -0.5 -0.5
O 0.6 -0.5 -0.4
O 0.0 0.1 0.1
O -0.4 -0.3 0.2
N 2.1 0.7 0.8
N 0.2 -0.1 -0.4
C 0.4 0.3 -0.1
C -1.6 -0.4 0.2
C -0.6 -1.0 -1.4
C 1.1 0.2 0.4
C 0.1 0.3 0.9
C -0.3 0.0 -0.2
C -1.7 -0.2 -0.4
C 0.8 0.3 1.1
C -0.8 -0.3 -0.4
C -0.1 0.8 0.1
H -0.1 0.1 -0.1
H 0.0 0.2 -0.1
H 0.2 -0.1 -0.1
H 0.4 0.1 -0.2
H -0.1 0.1 -0.2
H 0.1 0.0 0.1
H 0.0 -0.2 0.0
H -0.1 0.0 0.1
H 0.1 0.1 0.1
H 0.0 0.0 0.1
H 0.0 -0.1 0.2
H 0.1 -0.1 0.0
H 0.0 0.0 0.0
H 0.0 0.0 0.0
H -0.1 0.1 -0.1
H 0.3 -0.4 0.1
H -0.1 0.0 0.1
H 0.0 0.2 -0.1
H -0.2 -0.2 0.0
H 0.0 -0.1 0.0
H 0.1 0.0 0.0
H 0.0 0.1 -0.1
H 0.0 -0.2 -0.2
H 0.0 -0.2 0.0
H 0.0 0.1 -0.1
H 0.0 0.0 0.0
H -0.1 0.0 0.1
H -0.1 0.0 0.0
H 0.1 0.0 0.0
H -0.2 -0.1 0.1
H -0.1 0.0 -0.2
H 0.3 0.2 0.0
H 0.0 0.0 0.0
H -0.2 -0.3 -0.2
H -0.1 0.1 0.0
H -0.1 -0.1 0.1
H 0.1 0.0 0.1
H 0.4 -0.2 0.0
H 0.1 0.0 0.1
H 0.2 0.0 0.1
H 0.0 0.0 0.0
H -0.1 -0.1 -0.1
H 0.0 0.0 0.0
H -0.1 0.3 0.0
H -0.2 -0.3 0.0
H 0.1 -0.1 -0.3
H 0.1 -0.1 0.1
H -0.1 0.0 -0.3

Calculated values
* frontier orbital gap: 9.48 eV
* energy: -93726.174 eV
* LUMO: -0.382 eV